[1]
{
  "formula": "C32H31FI2N4OSV",
  "method": "the ωB97M-V functional and the def2-TZVPD basis",
  "homo_ha": [-0.0041, -0.0510],
  "multiplicity": 4,
  "e_lumo_ev": [3.60, 3.59],
  "charge": -2,
  "s2": 3.81,
  "relative_energy_ev": 0.0000,
  "elements": ["H", "C", "I", "H", "H", "H", "H", "H", "C", "C", "V", "C", "H", "H", "H", "C", "C", "O", "C", "H", "C", "C", "C", "H", "C", "C", "H", "H", "C", "H", "H", "H", "C", "C", "H", "C", "H", "H", "H", "N", "H", "C", "H", "S", "H", "C", "C", "I", "H", "H", "C", "H", "H", "H", "C", "N", "C", "H", "C", "H", "C", "N", "C", "C", "C", "C", "H", "C", "C", "N", "F", "C", "C"],
  "positions_angstrom": [[4.19649, -0.08054, 1.68986], [4.53025, -1.00960, 1.24475], [7.38786, -5.56104, -0.53003], [1.07537, 3.56763, 0.61257], [-4.55521, 0.75886, 0.22743], [-6.08834, -1.12136, -0.00525], [-2.55241, 4.45631, -1.97184], [-2.81208, 4.57382, 2.28505], [3.92108, -2.99422, 0.16157], [-3.19123, 0.81335, 3.12432], [1.49388, -1.56728, 0.74573], [-4.55451, -2.62104, -0.09022], [-0.61490, 0.76621, -3.46623], [-0.51735, 0.90104, 2.88145], [7.28206, -2.93414, 0.73307], [1.45389, 2.72660, 0.04973], [2.23810, 0.50929, -1.36664], [1.65098, -3.16618, -0.40248], [2.23651, 2.88518, -1.09303], [-2.03211, 2.74354, -3.05332], [-3.20016, 0.99778, -2.78633], [-2.22696, 1.89833, 0.26071], [-0.72111, 1.18265, -2.45880], [0.58400, 1.23560, 1.34074], [6.24749, -2.62314, 0.71540], [-2.35673, 2.06539, 2.85678], [-2.72889, -0.07030, 2.68804], [2.17289, -1.50567, -1.79215], [-2.66802, 4.01766, 1.36315], [-2.72584, -3.80347, -0.13754], [2.51691, 3.87704, -1.42854], [-0.89767, 1.66149, 4.40475], [-3.17048, -2.81869, -0.05725], [2.85017, -3.72102, -0.41025], [-2.89400, 5.75226, 0.11056], [-0.91914, 1.81608, 3.32173], [-3.08069, 0.76726, -3.84990], [6.57643, -0.72410, 1.70684], [-0.66653, 0.37297, -1.73158], [1.57078, 0.35525, -0.21648], [-4.20394, 0.90200, 2.72962], [-4.15380, -0.24591, 0.15537], [3.23177, 1.87216, -2.70986], [0.95660, -1.65495, 2.81570], [-2.76902, 2.85702, 3.49481], [4.42663, -5.47335, -0.99174], [-2.28424, 2.58081, -0.98483], [1.57839, -6.05372, -1.83889], [2.82382, -0.50798, -3.03350], [-3.20700, 0.05866, -2.23557], [-2.73769, -0.39772, 0.19679], [-3.25373, 0.65506, 4.20542], [-5.23016, -3.46012, -0.19411], [-4.17458, 1.47070, -2.64401], [-5.02029, -1.31796, 0.01787], [-1.82768, 0.56742, 0.31648], [5.84759, -1.38704, 1.25667], [-0.26647, 2.66086, 3.08639], [-2.52642, 3.95156, -1.01034], [4.62133, -6.43946, -1.43600], [-2.05764, 1.91248, -2.33747], [3.55674, -1.78603, 0.70327], [-2.32312, -1.75288, 0.07799], [3.13329, -4.96798, -0.97716], [5.46127, -4.73222, -0.44405], [5.25900, -3.46559, 0.14779], [0.11041, 1.86229, -2.28204], [1.16083, 1.44421, 0.45503], [-2.43299, 2.64640, 1.44735], [2.55593, -0.60949, -2.07293], [-0.98381, -2.03665, 0.07091], [-2.71661, 4.68330, 0.15041], [2.63485, 1.78427, -1.81171]],
  "lowdin_charge": [0.10, -0.16, 0.78, 0.10, 0.10, 0.08, 0.09, 0.10, -0.17, -0.07, 0.38, -0.15, 0.08, 0.01, 0.03, -0.06, -0.39, -0.27, -0.09, 0.11, -0.06, -0.20, -0.06, 0.06, -0.11, -0.37, 0.07, 0.08, -0.08, 0.11, 0.10, 0.08, -0.05, -0.44, 0.08, -0.08, 0.07, 0.08, 0.06, 0.03, 0.07, -0.08, 0.10, -0.12, 0.11, -0.28, -0.13, 0.82, 0.10, 0.07, -0.30, 0.07, 0.07, 0.08, -0.15, 0.10, -0.12, 0.07, -0.08, 0.06, -0.36, -0.05, -0.21, -0.68, -0.68, -0.24, 0.06, -0.11, -0.13, 0.17, -0.02, -0.13, -0.04]
}

[2]
{
  "formula": "C32H31FIN2O12PSi2",
  "method": "the ωB97M-V functional and the def2-TZVPD basis",
  "homo_ha": -0.3376,
  "e_lumo_ev": -1.82,
  "charge": 0,
  "elements": ["O", "H", "O", "C", "C", "H", "H", "C", "H", "C", "H", "C", "O", "C", "C", "H", "H", "C", "P", "O", "O", "C", "Si", "C", "C", "C", "H", "I", "C", "N", "C", "H", "C", "O", "H", "O", "H", "H", "C", "C", "C", "C", "C", "H", "H", "H", "H", "C", "C", "H", "C", "C", "H", "O", "H", "H", "N", "C", "O", "O", "O", "C", "C", "H", "H", "O", "F", "H", "Si", "H", "H", "C", "H", "H", "C", "H", "C", "C", "C", "H", "H", "H"],
  "positions_angstrom": [[0.51185, -8.62506, -7.75362], [3.33503, 0.93174, 6.07338], [1.61227, -3.79171, -0.17691], [3.44512, 5.52924, -1.04783], [0.48412, -8.29703, -3.68735], [-3.53082, 4.83388, 1.52621], [2.58816, -9.15371, -6.29203], [-0.71366, -8.09085, -5.81665], [-4.56231, 3.26992, -0.59729], [2.42747, 3.36624, -0.87178], [2.78714, 4.36099, -2.74124], [-0.72270, -7.98532, -4.49094], [3.34550, 0.30453, 0.44767], [-7.78449, 3.12545, 1.40110], [3.52027, -4.77556, 0.79202], [2.57041, -8.95634, -3.80826], [4.00599, 3.97187, 3.00034], [4.04677, 1.55737, 5.54934], [2.00964, 0.13744, -0.16685], [0.13433, 1.98686, -2.11209], [-6.96763, 2.25163, 1.59958], [1.71186, -8.83859, -5.74034], [-1.01899, 2.74495, -1.17348], [-3.23002, 1.94056, 0.45281], [-8.79020, 3.00713, 0.31646], [-4.05688, 3.20502, 0.36425], [-8.74881, 6.21809, 2.60808], [-1.87306, 4.56770, -2.61630], [2.74860, -7.11339, -0.67575], [3.12215, 4.54142, 1.12421], [3.95939, -7.11123, 0.18367], [4.00461, 6.37967, 0.82774], [3.49214, 2.45383, 4.50306], [0.86666, 0.07012, 0.96027], [1.20750, 0.52381, 1.74265], [2.30359, 2.45864, 4.25221], [-8.74892, 2.10290, -0.27731], [1.09621, -6.01340, -1.41060], [4.28626, -5.85595, 0.90897], [1.98323, -6.03176, -0.79225], [-2.42818, 1.58427, -0.80822], [-8.70845, 5.31388, 2.01433], [-9.68577, 3.96590, 0.09784], [6.45789, 3.91166, 3.50000], [-3.33095, 5.09941, -0.08221], [-7.07040, 4.41968, 3.01720], [-3.08941, 1.52893, -1.67051], [-9.71588, 5.19617, 0.92912], [6.30310, 2.39776, 5.07089], [-1.59840, -7.67026, -3.93805], [2.87800, 4.42320, -1.66673], [2.31120, -4.78195, -0.06830], [5.77843, 0.88667, 6.56871], [4.65692, -8.09594, 0.29042], [-3.91776, 1.11398, 0.63481], [3.73781, -3.84957, 1.31087], [-3.27165, 4.41066, 0.65062], [4.43952, 3.32559, 3.76529], [1.91470, -1.17586, -1.04234], [7.49041, 2.37041, 5.31521], [-10.52958, 6.07053, 0.72989], [0.50401, -8.52675, -6.54731], [2.58126, 3.49883, 0.50951], [-1.58158, -7.86802, -6.42380], [-2.03453, 0.57614, -0.67122], [0.47547, -8.19758, -2.47690], [2.54373, 1.48894, -2.89469], [2.35939, -1.89101, -0.55486], [1.68842, 1.83464, -1.60397], [2.52416, -8.03468, -1.19392], [-0.45252, 3.31267, 0.05657], [3.54985, 5.52956, 0.33998], [-4.85180, 3.12774, 1.10012], [5.17326, -5.87598, 1.52912], [-7.81340, 4.35459, 2.23231], [2.25169, 2.69633, 1.15409], [1.70166, -8.73274, -4.41479], [5.34968, 1.53239, 5.81281], [5.74444, 3.29165, 4.02825], [3.81838, 6.35812, -1.62376], [-2.58243, 1.97853, 1.32533], [-10.42847, 3.90043, -0.68686]],
  "lowdin_charge": [0.11, 0.12, 0.09, -0.05, -0.37, 0.06, 0.12, 0.03, 0.11, -0.22, 0.11, 0.02, -0.32, -0.39, 0.02, 0.12, 0.08, 0.02, 0.38, -0.34, 0.09, 0.03, 0.10, -0.27, 0.02, -0.30, 0.12, 0.49, 0.03, 0.06, -0.38, 0.11, -0.38, -0.15, 0.07, 0.09, 0.12, 0.11, 0.03, 0.03, -0.31, 0.02, 0.02, 0.12, -0.01, 0.12, 0.07, -0.39, -0.39, 0.12, -0.05, -0.36, 0.12, 0.11, 0.11, 0.12, -0.01, 0.02, -0.15, 0.10, 0.11, -0.38, -0.16, 0.12, 0.08, 0.09, -0.08, 0.05, 0.35, 0.10, 0.00, -0.12, 0.08, 0.12, 0.02, 0.08, 0.02, 0.02, 0.02, 0.10, 0.11, 0.12]
}

[3]
{
  "formula": "C32H31N5O9PSSrTe",
  "method": "the ωB97M-V functional and the def2-TZVPD basis",
  "homo_ha": -0.1908,
  "e_lumo_ev": 1.69,
  "charge": -1,
  "relative_energy_ev": 0.7691,
  "elements": ["C", "C", "N", "O", "C", "C", "O", "C", "C", "O", "H", "C", "H", "C", "H", "C", "C", "Te", "H", "H", "C", "N", "O", "C", "N", "C", "H", "H", "C", "O", "H", "H", "C", "C", "C", "H", "C", "H", "H", "C", "C", "H", "H", "C", "H", "H", "O", "H", "H", "C", "H", "H", "N", "C", "N", "P", "C", "H", "C", "C", "O", "O", "C", "C", "H", "S", "C", "O", "H", "C", "H", "H", "H", "H", "C", "H", "H", "H", "C", "Sr", "H"],
  "positions_angstrom": [[6.53899, 1.94947, -1.62561], [3.47023, -0.11394, -0.64607], [-1.74108, -0.95554, 1.07198], [1.30374, 3.38132, -2.57349], [2.71145, 1.94080, -1.29645], [-3.89212, 2.19375, -5.31315], [-4.18271, -0.29822, 1.45198], [4.99924, -0.07517, 2.70724], [-1.54985, -4.21563, 3.46475], [-2.67728, 0.82215, -0.16306], [-2.75190, -2.60393, -3.84424], [-4.72093, -2.84761, -3.00298], [-7.01123, 0.87677, -5.24738], [-5.01716, -1.89497, -0.80205], [-1.49513, -5.07415, 4.11797], [-6.01793, 1.14469, -4.90755], [4.77927, 0.24389, -0.89262], [-1.49641, 2.35064, -3.41696], [-3.77677, 3.11141, -1.42335], [4.56246, 0.81527, 2.25831], [-3.39267, -2.41187, -2.99195], [-2.68293, -2.99057, 1.76721], [2.02770, -0.19332, 2.23776], [-4.32844, 1.14570, -3.19688], [-0.63881, -2.16091, 2.67789], [-2.90296, -1.71361, -1.90730], [-3.22651, 2.73863, -5.97192], [-4.46534, 5.11574, -0.18289], [3.99037, 2.36460, -1.61100], [7.38289, 1.20390, -1.09047], [1.83218, 1.34397, 3.64135], [-4.00458, 0.88383, -2.20032], [-0.57784, -3.22267, 3.46368], [-2.59369, -4.04149, 2.57840], [-3.46461, 1.84592, -4.03392], [-4.74396, -3.40134, -4.95991], [-3.58810, 5.15579, -0.81706], [-6.26060, 0.25289, -2.96625], [5.23021, -0.79775, 1.92954], [-2.84228, 6.32159, -0.91226], [-1.32051, 5.22791, -2.42644], [-0.41810, 5.23952, -3.02124], [2.76328, -3.36247, 0.39265], [-5.51941, -2.59244, -1.88704], [0.28717, -3.27795, 4.11983], [-5.48681, 2.12338, -6.74310], [4.09218, -0.64643, 3.67479], [-1.11276, 7.25437, -1.77807], [1.37277, -2.60685, 1.20623], [1.27654, 0.86002, 2.83501], [3.23609, -1.10288, -0.26833], [-6.54686, -2.93862, -1.87319], [2.43475, 0.71310, -0.81533], [-1.70856, 6.35233, -1.71187], [-5.21939, -3.56089, -4.08667], [2.69255, -1.32099, 3.24641], [-1.70143, -2.07952, 1.85442], [5.60078, -0.43387, -0.69891], [5.06548, 1.51447, -1.37522], [-2.07684, 4.06936, -2.33356], [0.70843, 2.86444, -0.47728], [6.67372, 2.96887, -2.32216], [2.32009, -3.12236, 1.35821], [-5.16325, 1.84564, -5.74729], [-6.22044, -3.53384, -4.19067], [-3.10908, -0.42025, 0.50699], [-3.20309, 4.02406, -1.52275], [3.24889, -2.30684, 2.06945], [0.32130, 0.48550, 3.21318], [-3.71038, -1.44104, -0.81285], [5.90227, 0.18671, 3.25058], [-3.13652, 7.20300, -0.35595], [2.13422, -4.05189, 1.90306], [-5.64007, -1.68853, 0.05810], [1.49987, 2.83824, -1.48410], [1.11794, 1.62154, 2.06648], [-1.87612, -1.36612, -1.94352], [-3.39136, -4.77435, 2.50655], [-5.60109, 0.79738, -3.63175], [-0.29325, 0.76444, -0.26738], [4.16699, 3.34505, -2.03285]],
  "lowdin_charge": [-0.70, -0.14, -0.22, -0.04, -0.20, -0.15, -0.28, -0.09, -0.07, -0.54, 0.12, -0.32, 0.10, -0.05, 0.09, -0.10, -0.02, 1.42, 0.08, 0.08, -0.02, 0.13, -0.40, -0.14, 0.12, -0.07, 0.09, 0.10, 0.06, -0.06, 0.09, 0.06, -0.15, -0.13, -0.52, 0.09, -0.09, 0.10, 0.07, -0.10, -0.13, 0.09, 0.08, -0.03, 0.09, 0.10, -0.36, 0.10, 0.05, -0.15, 0.08, 0.11, 0.02, -0.08, 0.10, 0.83, -0.46, 0.11, -0.09, -0.50, -0.26, -0.04, -0.15, -0.10, 0.09, 0.56, -0.13, -0.36, 0.07, -0.31, 0.09, 0.10, 0.08, 0.12, -0.69, 0.06, 0.10, 0.11, -0.08, 1.46, 0.13]
}

no.,electronic energy (Eh),F_max (eV/A)
1,-3569.8355,0.722
2,-3568.4725,1.202
3,-3227.4931,0.996